# 1
{"formula": "C31H64BO15S6", "method": "the ωB97M-V functional and the def2-TZVPD basis", "species": ["C", "C", "O", "C", "O", "C", "C", "C", "B", "C", "S", "C", "O", "C", "O", "C", "C", "O", "H", "H", "H", "H", "H", "H", "H", "H", "H", "H", "H", "H", "H", "H", "H", "H", "H", "H", "H", "H", "H", "H", "H", "H", "C", "C", "C", "S", "O", "O", "C", "H", "H", "H", "H", "H", "H", "H", "H", "C", "C", "C", "S", "O", "O", "C", "H", "H", "H", "H", "H", "H", "H", "H", "C", "C", "C", "S", "O", "O", "C", "H", "H", "H", "H", "H", "H", "H", "H", "C", "C", "C", "S", "O", "O", "C", "H", "H", "H", "H", "H", "H", "H", "H", "C", "C", "C", "S", "O", "O", "C", "H", "H", "H", "H", "H", "H", "H", "H"], "coordinates": [[-4.839, -4.733, -8.211], [-4.547, -3.534, -7.094], [-4.918, -2.203, -7.604], [-6.242, -1.858, -7.037], [-7.391, -2.429, -7.434], [-6.356, -0.699, -5.857], [-6.271, -1.466, -4.411], [-4.756, -1.588, -3.782], [-4.544, -0.831, -2.338], [-5.715, -1.180, -1.209], [-4.609, 1.028, -2.675], [-3.096, -1.190, -1.592], [-1.912, -0.840, -2.391], [-0.795, -0.729, -1.395], [0.461, -1.340, -1.856], [1.139, -0.530, -2.879], [1.728, 0.907, -2.353], [0.833, 2.020, -2.765], [-5.592, -5.528, -7.788], [-5.201, -4.262, -9.241], [-3.811, -5.273, -8.389], [-5.167, -3.853, -6.133], [-3.395, -3.512, -6.806], [-5.578, 0.168, -5.969], [-7.449, -0.259, -5.948], [-7.032, -0.916, -3.676], [-6.678, -2.571, -4.593], [-4.437, -2.728, -3.790], [-4.036, -1.047, -4.565], [-5.900, -0.226, -0.556], [-6.679, -1.668, -1.659], [-5.225, -2.010, -0.504], [-5.823, 1.559, -2.146], [-3.073, -2.373, -1.448], [-3.149, -0.630, -0.539], [-1.076, -1.285, -0.376], [-0.728, 0.408, -1.127], [0.431, -0.419, -3.804], [2.087, -1.167, -3.227], [1.952, 0.930, -1.186], [2.767, 1.095, -2.896], [1.375, 2.861, -2.854], [6.037, 2.308, 1.488], [6.179, 0.847, 1.067], [4.916, 0.468, 0.295], [4.311, 1.977, -0.445], [3.034, 2.304, 0.154], [4.501, 1.914, -1.880], [5.552, 3.050, 0.252], [6.982, 2.718, 1.857], [5.295, 2.391, 2.291], [7.055, 0.738, 0.416], [6.327, 0.189, 1.929], [5.129, -0.262, -0.491], [4.140, 0.082, 0.962], [5.119, 4.025, 0.478], [6.354, 3.155, -0.485], [8.416, 2.331, 6.810], [9.188, 1.647, 5.683], [8.379, 1.825, 4.400], [7.447, 3.336, 4.601], [6.038, 3.006, 4.644], [7.980, 4.347, 3.710], [7.996, 3.686, 6.260], [9.023, 2.436, 7.714], [7.529, 1.738, 7.064], [10.169, 2.126, 5.571], [9.362, 0.588, 5.897], [9.028, 1.912, 3.524], [7.669, 1.005, 4.257], [7.189, 4.150, 6.830], [8.850, 4.366, 6.193], [-4.582, 3.999, -9.190], [-3.230, 4.348, -8.570], [-3.413, 4.372, -7.053], [-4.751, 3.244, -6.693], [-5.864, 4.003, -6.163], [-4.221, 2.074, -6.022], [-5.112, 2.820, -8.386], [-4.491, 3.752, -10.251], [-5.263, 4.853, -9.097], [-2.496, 3.580, -8.840], [-2.852, 5.307, -8.937], [-2.510, 4.042, -6.534], [-3.704, 5.366, -6.701], [-6.185, 2.662, -8.511], [-4.566, 1.903, -8.625], [6.048, -2.909, 9.620], [7.033, -2.220, 10.564], [7.955, -1.351, 9.710], [7.013, -0.895, 8.262], [7.626, -1.506, 7.102], [6.702, 0.519, 8.322], [5.549, -1.822, 8.680], [5.224, -3.378, 10.165], [6.566, -3.689, 9.050], [6.480, -1.588, 11.270], [7.605, -2.945, 11.150], [8.263, -0.448, 10.242], [8.836, -1.908, 9.379], [5.085, -2.216, 7.774], [4.859, -1.144, 9.192], [-7.402, -2.035, 4.208], [-6.592, -3.310, 4.441], [-6.283, -3.914, 3.072], [-6.249, -2.549, 1.920], [-7.349, -2.703, 0.991], [-4.886, -2.331, 1.479], [-6.680, -1.285, 3.099], [-7.480, -1.432, 5.117], [-8.417, -2.296, 3.886], [-5.654, -3.058, 4.953], [-7.130, -4.021, 5.075], [-5.315, -4.420, 3.065], [-7.068, -4.606, 2.755], [-7.299, -0.523, 2.622], [-5.750, -0.839, 3.466]], "atomic_forces_ev_per_a": [[0.79, 0.36, 0.04], [0.10, -1.91, 0.25], [-2.88, -0.66, 2.26], [-4.95, -0.93, -1.12], [7.42, 2.80, 1.91], [-0.36, -0.52, -0.54], [-0.13, -0.60, 0.07], [0.23, -0.35, -2.26], [-0.62, -1.01, 0.81], [0.42, -1.38, 0.95], [-0.96, 2.31, 0.07], [-1.01, -0.78, 0.22], [1.64, -0.21, 3.21], [-0.86, 0.05, 0.46], [-0.85, 2.18, -0.50], [0.64, -0.07, -0.37], [0.85, -0.08, -0.82], [1.60, 0.06, 0.45], [1.33, 1.72, -0.99], [0.65, -1.07, 2.38], [-2.02, 0.90, 0.17], [1.40, 1.12, -1.91], [-2.55, 0.15, -0.69], [-1.30, -1.89, 0.30], [2.26, -0.99, -0.12], [1.81, -1.16, -1.57], [0.54, 2.36, 0.48], [-0.63, 2.02, 0.08], [-1.33, -1.25, 1.46], [-0.11, -1.88, -1.00], [1.46, 1.19, 1.01], [-1.40, 1.88, -1.72], [1.41, -1.09, -0.51], [0.09, 2.19, 0.17], [0.50, -1.19, -2.04], [0.65, 0.87, -2.47], [0.40, -1.90, -0.72], [1.32, 0.14, 1.73], [-2.10, 1.23, 0.88], [-0.92, -0.30, -2.55], [-2.31, -0.67, 1.15], [-0.84, -1.78, 0.35], [-0.09, -0.04, 0.27], [0.31, -0.08, 0.06], [0.16, -0.71, 0.21], [-0.01, 0.25, -0.17], [0.50, 0.06, -0.30], [-0.02, 0.25, 0.52], [0.41, 0.36, 0.23], [-0.19, 0.03, -0.09], [0.18, 0.06, -0.13], [-0.10, 0.00, 0.06], [-0.04, 0.06, -0.13], [-0.25, 0.18, 0.04], [0.01, 0.15, -0.19], [-0.08, -0.15, -0.14], [-0.17, -0.02, 0.01], [-0.25, -0.15, -0.04], [0.39, -0.09, 0.17], [0.33, -0.61, -0.22], [-0.04, 0.30, 0.12], [0.38, 0.29, -0.19], [-0.47, -0.25, 0.04], [0.24, 0.16, 0.53], [-0.11, -0.01, -0.08], [0.42, 0.41, -0.16], [-0.11, -0.05, -0.03], [-0.07, 0.14, -0.06], [-0.27, 0.07, 0.04], [0.00, 0.20, 0.02], [0.01, 0.00, -0.24], [-0.16, -0.01, -0.11], [-0.09, 0.15, -0.20], [0.26, 0.05, -0.23], [0.58, 0.49, -0.05], [0.05, -0.97, 0.86], [0.32, -0.22, -0.14], [-0.48, 0.91, -0.44], [-0.18, -0.07, -0.60], [-0.03, 0.04, 0.12], [0.04, -0.12, -0.02], [-0.12, 0.09, 0.04], [-0.02, -0.14, 0.06], [-0.31, 0.00, 0.10], [-0.05, -0.21, 0.03], [0.12, -0.05, 0.21], [-0.09, 0.09, 0.14], [0.03, -0.28, 0.02], [-0.09, -0.08, 0.37], [0.49, -0.06, 0.53], [-0.33, 0.06, -0.04], [-0.07, 0.51, 0.17], [0.05, -0.72, -0.02], [-0.47, -0.30, 0.06], [0.12, 0.06, -0.12], [-0.11, 0.09, 0.04], [0.08, -0.09, -0.11], [-0.07, 0.15, -0.08], [0.00, -0.07, -0.28], [-0.16, 0.14, -0.09], [0.13, 0.21, 0.00], [0.13, -0.01, -0.13], [-0.22, 0.03, 0.12], [0.06, -0.10, 0.34], [0.03, -0.65, 0.45], [0.48, 0.42, -1.04], [0.45, -0.13, 0.60], [-0.72, -0.44, 0.78], [-0.20, 0.42, 0.40], [-0.02, -0.07, -0.11], [0.12, 0.07, 0.02], [-0.12, -0.01, -0.07], [0.10, 0.08, -0.07], [-0.17, 0.11, -0.22], [0.12, 0.17, -0.08], [0.19, -0.15, -0.15], [-0.09, -0.07, -0.14]], "max_force_ev_per_a": 8.2, "charge": -1, "gap_ha": 0.169}

=====

# 2
{"formula": "C9H10NO6P", "method": "the ωB97M-V functional and the def2-TZVPD basis", "species": ["O", "N", "O", "C", "C", "C", "C", "O", "P", "O", "C", "O", "C", "C", "O", "C", "C", "H", "H", "H", "H", "H", "H", "H", "H", "H", "H"], "coordinates": [[4.708, 0.913, 0.674], [4.411, -0.083, 0.006], [5.088, -0.674, -0.753], [2.935, -0.482, 0.178], [2.405, -1.756, -0.589], [1.004, -2.018, -0.202], [0.150, -1.284, 0.735], [-1.150, -1.476, 0.661], [-2.414, -1.091, 0.149], [-3.498, -1.771, 0.442], [-2.664, 0.779, 1.216], [-1.677, 1.820, 0.501], [-1.921, 1.715, -0.771], [-1.520, 0.636, -1.479], [-2.191, -0.519, -1.401], [0.728, -0.012, 1.094], [2.017, 0.347, 0.936], [3.043, -2.344, -1.072], [0.721, -2.774, -0.748], [-2.462, 0.643, 2.073], [-3.809, 1.106, 1.135], [-1.416, 2.709, -1.014], [-3.025, 2.155, -0.997], [-1.657, 0.868, -2.505], [-0.386, 0.688, -1.643], [0.051, 0.761, 1.866], [2.527, 1.144, 1.508]], "atomic_forces_ev_per_a": [[0.42, -1.02, -0.68], [-3.26, 2.26, 2.29], [1.22, -1.15, -1.14], [-2.28, -2.93, -2.06], [-3.88, 7.42, 7.52], [3.68, 3.89, 2.17], [5.87, 2.35, -4.20], [6.00, -3.99, 3.63], [3.45, 15.52, -4.67], [-12.06, -9.01, 2.40], [-3.05, 1.26, -14.73], [-2.05, -3.08, 7.48], [-3.97, 9.39, -0.91], [4.71, -0.61, -5.68], [-1.50, -4.62, 3.07], [-4.72, 0.51, 4.16], [4.55, -1.39, -0.95], [2.15, -2.41, -2.33], [-2.61, -4.25, -2.29], [3.31, -1.54, 11.67], [2.64, -0.38, -0.22], [0.12, -1.41, -1.50], [1.51, -1.72, 0.19], [-0.66, 0.91, -1.37], [-0.71, -1.36, 1.49], [1.95, -2.48, -2.67], [-0.82, -0.17, -0.66]], "max_force_ev_per_a": 16.6, "gap_ha": 0.306}